# 1
Here is a structure of composition C4H7N3O from the OMol25 dataset. Energies are from ωB97M-V with the def2-TZVPD basis set.

Values from the calculation:
LUMO energy: 0.500 eV
net charge: 0
E_HOMO: -8.474 eV
Kohn-Sham gap: 8.9746 eV

```
15
Properties=species:S:1:pos:R:3:lowdin_charge:R:1
C -1.34 0.31 -0.10 -0.175
C -0.21 1.07 0.63 -0.135
C 0.85 -0.92 -0.23 -0.476
C -0.05 0.29 -0.58 -0.274
H -2.74 1.63 -0.77 0.094
H -1.81 -0.54 0.31 0.148
H -0.11 2.10 1.02 0.156
H 1.43 0.78 1.87 0.026
H 2.16 -1.63 1.57 0.303
H 0.04 -1.65 -2.00 0.121
H 0.22 0.79 -1.60 0.194
N 0.63 0.33 1.68 0.041
N 1.49 -0.67 0.89 0.001
N 0.80 -2.00 -1.11 0.022
O -1.89 1.30 -1.13 -0.046
```

# 2
Here is a structure of composition C5H7NO from the OMol25 dataset. Energies are from ωB97M-V with the def2-TZVPD basis set.

Values from the calculation:
LUMO energy: 0.404 eV
net charge: 0
E_HOMO: -7.863 eV
Kohn-Sham gap: 8.2665 eV

```
14
Properties=species:S:1:pos:R:3:lowdin_charge:R:1
C -1.77 0.10 0.61 0.002
N -0.47 -0.21 0.07 -0.086
C 0.02 -1.48 -0.23 -0.168
C 1.30 -1.47 -0.76 -0.115
C 1.63 0.00 -0.64 -0.148
C 0.49 0.69 -0.17 -0.342
O 0.23 1.99 0.07 0.097
H -2.13 1.04 0.20 0.094
H -1.73 0.18 1.70 0.101
H -2.46 -0.70 0.34 0.094
H -0.65 -2.32 -0.07 0.095
H 2.05 -0.81 0.17 0.142
H 2.49 0.48 -1.08 0.112
H 0.99 2.51 -0.21 0.123
```

# 3
Here is a cluster of 2 separate species, F2H2N2O2S in total from the OMol25 dataset. Energies are from ωB97M-V with the def2-TZVPD basis set.

Values from the calculation:
LUMO energy (alpha / beta): -1.748 / -1.214 eV
net charge: 0
E_HOMO (alpha / beta): -11.059 / -9.637 eV
Kohn-Sham gap (alpha / beta): 9.3117 / 8.4229 eV

```
9
Properties=species:S:1:pos:R:3:lowdin_charge:R:1
N 1.04 -0.57 0.85 -0.095
N -1.29 1.33 -0.59 0.014
O 1.45 -0.11 -1.62 -0.307
O -0.40 -1.76 -0.94 -0.339
F -2.26 0.47 -0.12 -0.065
F -0.69 1.95 0.41 -0.037
S 0.41 -0.56 -0.79 0.710
H 1.04 0.41 1.17 0.045
H 0.71 -1.16 1.63 0.074
```

# 4
Here is a cluster of 2 separate species, C5H11ClSi in total from the OMol25 dataset. Energies are from ωB97M-V with the def2-TZVPD basis set.

Values from the calculation:
LUMO energy: 0.952 eV
net charge: 0
E_HOMO: -9.559 eV
Kohn-Sham gap: 10.5106 eV
SMILES string: C[SiH](C)Cl.C1=CC1

```
18
Properties=species:S:1:pos:R:3:lowdin_charge:R:1
C -3.41 0.29 -0.52 -0.218
Si -1.52 -0.06 -0.29 0.136
C -0.84 1.11 1.04 -0.228
Cl -1.37 -1.99 0.18 0.327
H -3.94 -0.55 -0.88 0.007
H -3.83 0.70 0.34 -0.002
H -3.59 0.97 -1.28 -0.011
H -0.94 0.22 -1.54 -0.054
H -0.60 2.06 0.65 0.008
H -1.57 1.33 1.78 0.009
H 0.15 0.84 1.44 0.025
C 3.10 0.14 0.04 -0.059
C 2.91 -0.58 -1.00 -0.087
C 3.12 -1.36 0.24 -0.162
H 3.09 0.99 0.64 0.075
H 2.91 -0.65 -2.08 0.095
H 4.12 -1.70 0.60 0.092
H 2.22 -1.76 0.64 0.049
```

# 5
Here is an isolated molecule of C6H12O from the OMol25 dataset. Energies are from ωB97M-V with the def2-TZVPD basis set.

Values from the calculation:
LUMO energy (alpha / beta): 0.864 / 0.864 eV
net charge: 0
E_HOMO (alpha / beta): -7.180 / -7.180 eV
Kohn-Sham gap (alpha / beta): 8.0442 / 8.0436 eV
SMILES string: CC(C)[C@H]1C[C@H]1O

```
19
Properties=species:S:1:pos:R:3:lowdin_charge:R:1
C 1.62 1.21 0.01 -0.074
C 0.80 -0.07 0.19 -0.417
C 1.50 -1.29 -0.39 -0.071
C -0.56 0.10 -0.45 -0.381
C -1.59 -0.85 -0.21 0.006
C -1.62 0.96 0.21 -0.105
O -2.45 0.44 1.29 -0.129
H 1.05 2.07 0.38 0.077
H 2.57 1.14 0.55 0.078
H 1.84 1.37 -1.05 0.084
H 0.63 -0.22 1.27 0.143
H 2.47 -1.45 0.09 0.078
H 1.67 -1.16 -1.46 0.086
H 0.90 -2.20 -0.25 0.075
H -0.52 0.38 -1.51 0.162
H -2.47 -0.98 -0.81 0.093
H -1.49 -1.56 0.62 0.112
H -2.27 1.54 -0.46 0.109
H -1.95 0.40 2.10 0.075
```

# 6
Here is a cluster of 2 separate species, C6H7O2 in total from the OMol25 dataset. Energies are from ωB97M-V with the def2-TZVPD basis set.

Values from the calculation:
LUMO energy (alpha / beta): -5.912 / -4.846 eV
net charge: +1
E_HOMO (alpha / beta): -13.428 / -14.083 eV
Kohn-Sham gap (alpha / beta): 7.5159 / 9.2370 eV

```
15
Properties=species:S:1:pos:R:3:lowdin_charge:R:1
C 2.54 0.15 -0.01 0.015
C 1.82 -1.01 0.07 0.064
C 1.89 1.33 -0.11 0.021
C 0.46 -0.94 -0.04 -0.225
C -0.16 0.34 0.06 0.053
C -2.86 0.84 0.02 0.236
O 0.52 1.38 0.05 0.090
O -0.32 -2.07 -0.08 0.086
H 3.55 0.29 -0.04 0.116
H 2.24 -1.93 0.21 0.119
H 2.14 2.38 -0.17 0.160
H -2.40 1.59 -0.71 0.043
H -3.49 1.11 0.91 0.056
H -2.88 -0.28 -0.26 0.044
H -0.03 -2.94 0.15 0.123
```

# 7
Here is a structure of composition C43H95NO2P2 from the OMol25 dataset. Energies are from ωB97M-V with the def2-TZVPD basis set.

Values from the calculation:
LUMO energy: -3.679 eV
net charge: +2
E_HOMO: -11.090 eV
Kohn-Sham gap: 7.4103 eV

```
143
Properties=species:S:1:pos:R:3:lowdin_charge:R:1
C -21.02 -25.95 18.34 -0.108
C -21.60 -27.09 17.56 -0.253
C -21.93 -26.94 16.07 -0.181
C -22.72 -28.18 15.52 -0.045
N -23.33 -27.85 14.08 -0.171
C -24.04 -29.19 13.65 -0.092
C -25.25 -28.85 12.86 -0.132
C -25.22 -27.35 12.83 -0.173
C -24.43 -26.83 14.02 -0.077
C -22.22 -27.47 13.05 0.042
H -20.80 -26.24 19.36 0.087
H -21.82 -25.22 18.49 0.075
H -20.17 -25.52 17.81 0.075
H -22.49 -27.38 18.12 0.119
H -20.89 -27.91 17.52 0.118
H -21.01 -26.90 15.48 0.120
H -22.52 -26.04 15.89 0.076
H -23.52 -28.46 16.21 0.129
H -22.08 -29.05 15.38 0.134
H -23.30 -29.76 13.10 0.131
H -24.22 -29.72 14.58 0.125
H -25.20 -29.15 11.81 0.130
H -26.13 -29.25 13.36 0.130
H -24.84 -26.95 11.88 0.066
H -26.25 -27.03 12.99 0.116
H -23.94 -25.88 13.83 0.014
H -24.84 -26.83 15.03 0.158
H -21.70 -26.60 13.45 0.062
H -22.57 -27.29 12.03 0.093
H -21.50 -28.28 13.05 0.114
C -19.52 -26.62 9.65 -0.074
C -21.01 -27.06 9.83 -0.198
C -22.05 -25.87 9.77 -0.210
C -21.86 -25.08 11.03 -0.300
P -22.84 -23.55 11.06 1.076
C -24.61 -23.86 10.68 -0.202
C -25.22 -24.94 11.65 -0.217
C -26.81 -24.85 11.69 -0.175
C -27.35 -24.88 10.22 -0.093
C -22.14 -22.47 9.76 -0.230
C -20.78 -21.91 10.25 -0.200
C -20.31 -20.58 9.51 -0.183
C -19.42 -19.80 10.42 -0.172
C -22.76 -22.82 12.64 -0.256
C -23.36 -21.36 12.63 -0.172
C -23.60 -20.87 14.05 -0.160
C -24.72 -21.65 14.89 -0.195
H -19.02 -26.00 10.40 0.044
H -19.50 -26.07 8.71 0.074
H -18.86 -27.47 9.48 0.076
H -21.05 -27.55 10.80 0.069
H -21.30 -27.86 9.14 0.110
H -23.04 -26.30 9.67 0.104
H -21.90 -25.21 8.91 0.098
H -20.81 -24.77 11.06 0.077
H -21.99 -25.64 11.96 -0.014
H -24.64 -24.18 9.64 0.097
H -25.21 -22.96 10.84 0.094
H -24.90 -24.75 12.68 0.085
H -24.76 -25.93 11.55 0.039
H -27.09 -23.95 12.22 0.111
H -27.14 -25.78 12.16 0.079
H -28.43 -24.99 10.21 0.072
H -27.06 -25.78 9.67 0.078
H -27.09 -23.97 9.67 0.066
H -22.82 -21.62 9.68 0.095
H -22.21 -22.92 8.77 0.104
H -20.08 -22.74 10.30 0.107
H -20.79 -21.68 11.31 0.047
H -21.12 -19.90 9.23 0.114
H -19.77 -20.74 8.58 0.117
H -19.00 -18.92 9.92 0.105
H -18.56 -20.39 10.72 0.093
H -19.81 -19.44 11.37 -0.028
H -21.75 -22.77 13.04 0.077
H -23.37 -23.44 13.29 0.062
H -24.31 -21.36 12.10 0.103
H -22.73 -20.65 12.11 0.099
H -23.97 -19.85 13.96 0.139
H -22.62 -20.94 14.53 -0.021
H -25.61 -21.81 14.28 0.099
H -25.12 -21.16 15.78 0.002
H -24.40 -22.66 15.15 0.079
C -24.17 -21.35 16.67 -0.184
C -22.62 -21.33 16.93 -0.111
C -21.70 -21.41 15.70 -0.260
C -20.26 -21.08 16.06 -0.192
P -19.02 -20.85 14.73 1.018
C -19.70 -20.11 13.26 -0.264
C -20.21 -18.60 13.44 -0.167
C -20.01 -17.84 12.16 -0.316
C -20.45 -16.39 12.26 -0.077
C -17.68 -19.79 15.27 -0.254
C -16.50 -19.57 14.24 -0.207
C -15.43 -18.55 14.76 -0.239
C -14.31 -18.32 13.72 -0.099
C -18.44 -22.48 14.17 -0.223
C -19.51 -23.41 13.52 -0.207
C -19.03 -24.76 12.87 -0.225
C -18.08 -25.50 13.77 -0.095
H -24.34 -22.31 16.18 0.045
H -24.52 -20.51 16.06 0.092
H -24.80 -21.40 17.56 0.138
H -22.36 -22.14 17.61 0.117
H -22.45 -20.50 17.61 0.117
H -21.94 -20.57 15.05 0.075
H -21.90 -22.37 15.22 0.002
H -19.77 -21.86 16.66 0.106
H -20.12 -20.20 16.69 0.111
H -20.60 -20.69 13.06 0.071
H -18.91 -20.13 12.50 0.069
H -19.69 -18.13 14.28 0.096
H -21.23 -18.59 13.81 0.118
H -20.72 -18.25 11.44 0.105
H -19.01 -17.83 11.73 0.119
H -20.00 -15.95 13.15 0.076
H -21.52 -16.24 12.39 0.084
H -20.05 -15.90 11.37 0.086
H -17.28 -20.02 16.25 0.110
H -18.13 -18.80 15.41 0.086
H -16.91 -19.10 13.35 0.096
H -16.15 -20.53 13.86 0.101
H -15.00 -18.71 15.75 0.110
H -15.98 -17.61 14.89 0.105
H -13.65 -17.49 13.96 0.079
H -14.74 -18.08 12.75 0.071
H -13.71 -19.22 13.62 0.076
H -17.94 -22.83 15.08 0.099
H -17.55 -22.41 13.55 0.101
H -19.97 -22.88 12.68 0.072
H -20.31 -23.58 14.25 -0.004
H -18.42 -24.42 12.03 0.106
H -19.79 -25.40 12.44 0.076
H -18.62 -25.61 14.71 0.069
H -17.10 -25.12 14.05 0.082
H -17.82 -26.51 13.45 0.082
C -21.64 -24.08 15.25 0.043
C -22.51 -24.64 14.17 -0.672
O -21.92 -25.09 13.15 -0.189
O -23.74 -24.63 14.35 -0.044
H -21.96 -23.05 15.39 -0.004
H -20.58 -24.02 15.01 0.063
H -21.76 -24.73 16.11 0.086
```

# 8
Here is a structure of composition C17H36Cl2O2Si2Sn from the OMol25 dataset. Energies are from ωB97M-V with the def2-TZVPD basis set.

Values from the calculation:
LUMO energy: 4.657 eV
net charge: -2
E_HOMO: 0.818 eV
Kohn-Sham gap: 3.8395 eV

```
60
Properties=species:S:1:pos:R:3:lowdin_charge:R:1
C -1.27 -2.61 -1.06 -0.283
C 0.10 -2.76 -1.44 -0.281
C 0.43 -1.69 -2.32 -0.267
C 0.98 -3.88 -1.04 -0.102
C -0.73 -0.88 -2.48 -0.283
C -1.76 -1.43 -1.67 -0.291
C -3.13 -0.91 -1.54 -0.111
C -2.01 -3.55 -0.20 -0.123
C 1.74 -1.50 -2.97 -0.101
C -0.85 0.27 -3.38 -0.107
Sn -0.65 1.14 1.39 0.740
Cl 1.75 -0.63 1.12 -0.136
Cl -1.74 -0.87 2.10 0.061
O -0.87 1.40 -0.57 -0.347
H 0.77 -4.17 -0.01 0.055
H 2.03 -3.57 -1.13 0.053
H 0.83 -4.76 -1.68 0.053
H 2.54 -1.54 -2.22 0.055
H 1.78 -0.53 -3.46 0.045
H 1.94 -2.27 -3.72 0.056
H 0.14 0.73 -3.56 0.054
H -1.51 1.03 -2.95 0.042
H -1.25 -0.02 -4.37 0.059
H -3.12 0.18 -1.66 0.050
H -3.53 -1.13 -0.54 0.044
H -3.82 -1.33 -2.29 0.058
H -1.46 -3.75 0.73 0.050
H -2.16 -4.52 -0.71 0.058
H -2.99 -3.15 0.05 0.044
H -1.49 2.14 -0.68 0.006
O -2.06 2.33 2.02 -0.432
H -2.87 1.78 2.15 -0.011
C 4.01 2.04 1.79 -0.218
Si 2.40 2.76 1.11 0.372
C 2.70 4.64 1.01 -0.206
C 2.21 2.21 -0.67 -0.218
C 0.90 2.48 2.22 -0.494
Si 1.08 2.15 4.08 0.380
C 1.73 3.68 4.97 -0.201
C -0.58 1.75 4.85 -0.196
C 2.23 0.71 4.46 -0.199
H 4.83 2.38 1.15 0.022
H 3.98 0.94 1.77 -0.008
H 4.23 2.38 2.81 0.011
H 3.64 4.84 0.48 0.018
H 1.89 5.13 0.45 0.023
H 2.76 5.10 2.00 0.011
H 2.41 1.13 -0.78 -0.010
H 1.20 2.38 -1.06 0.014
H 2.92 2.76 -1.31 0.023
H 0.31 3.43 2.17 0.014
H 1.15 4.58 4.69 0.026
H 1.62 3.54 6.05 0.017
H 2.79 3.88 4.75 0.019
H -0.67 0.69 5.12 0.031
H -0.70 2.34 5.77 0.018
H -1.42 2.00 4.18 0.001
H 1.80 -0.24 4.12 0.015
H 3.22 0.82 4.00 0.004
H 2.36 0.67 5.56 0.023
```

| no. | DFT total energy (eV) |
| --- | --- |
| 1 | -10772.1042 |
| 2 | -8832.0897 |
| 3 | -23371.3838 |
| 4 | -25761.6468 |
| 5 | -8459.9893 |
| 6 | -10417.3593 |
| 7 | -70255.5208 |
| 8 | -68944.0384 |